[1]
# C4H5NO2

The molecule C4H5NO2 in a non-equilibrium geometry (wB97M-V/def2-TZVPD, the OMol25 dataset).

CARTESIAN COORDINATES (ANGSTROEM)
1 C -1.5749 -0.3130 0.6835
2 C -0.7773 0.0496 -0.5154
3 O -0.9147 -0.0706 -1.6777
4 O 0.1961 1.3211 0.0477
5 C 1.3941 0.9225 -0.3261
6 C 1.3495 -0.9102 -0.0762
7 N 1.8737 -1.9288 0.1120
8 H -2.5061 0.2561 0.6410
9 H -1.7830 -1.3831 0.6350
10 H -1.0346 -0.0856 1.5985
11 H 2.2272 1.2794 0.2868
12 H 1.5500 0.8626 -1.4089

Calculated values
* E_HOMO: -0.39776 Ha
* frontier orbital gap: 10.3 eV
* SMILES: CC(=O)OCC#N
* ΔE to the lowest compared entry with this formula, charge and spin: 3.184 eV

Löwdin population analysis, charges in e, atoms 1 to 4: 0.021 -0.370 0.192 -0.130

[2]
# C4H7NO3

A structure of composition C4H7NO3 in a non-equilibrium geometry (wB97M-V/def2-TZVPD, the OMol25 dataset).

CARTESIAN COORDINATES (ANGSTROEM)
1 C -0.9646 -2.2837 0.2190
2 C -1.1929 -1.0062 -0.7086
3 C 0.3271 0.6289 -0.6777
4 C 0.7824 1.7090 0.0688
5 H 0.2004 -2.7745 0.1256
6 H -1.1334 -1.8622 1.3706
7 H -2.1020 -2.9902 0.1048
8 H -0.7774 -1.1234 -1.8117
9 H -2.2736 -0.9880 -0.8839
10 H -0.0114 1.7288 1.1724
11 H 3.0801 3.1909 1.7010
12 N 1.9104 2.3429 0.0416
13 O -0.8392 0.2481 -0.4337
14 O 1.0467 -0.1795 -1.4385
15 O 1.9476 3.3591 1.1501

Calculated values
* E_HOMO: -0.37717 Ha
* frontier orbital gap: 9.6 eV
* ΔE to the lowest compared entry with this formula, charge and spin: 8.946 eV

Löwdin population analysis, charges in e, atoms 1 to 4: -0.096 -0.331 -0.490 -0.081

[3]
# C5H10FN

The molecule C5H10FN in a non-equilibrium geometry (wB97M-V/def2-TZVPD, the OMol25 dataset).

CARTESIAN COORDINATES (ANGSTROEM)
1 C 0.1998 -1.8212 -0.2648
2 C -0.0740 -0.3476 0.0732
3 C -1.2184 0.2037 0.6073
4 C -1.6275 1.5871 0.9851
5 F -2.9425 1.8909 0.7342
6 C 1.2388 0.4043 -0.0752
7 N 1.7988 0.2920 -1.4107
8 H 1.1451 -2.2094 0.1361
9 H -0.4294 -2.5146 0.2263
10 H 0.1299 -2.0228 -1.3276
11 H -2.1315 -0.3300 0.8490
12 H -1.4629 1.5720 2.0391
13 H -0.9514 2.2558 0.4271
14 H 1.3586 1.5359 0.2325
15 H 2.0792 -0.1717 0.5522
16 H 1.0612 0.4668 -2.0810
17 H 1.8263 -0.7913 -1.7027

Calculated values
* E_HOMO: -0.34296 Ha
* frontier orbital gap: 10.2 eV
* SMILES: C/C(=C/CF)CN
* ΔE to the lowest compared entry with this formula, charge and spin: 2.061 eV

Löwdin population analysis, charges in e, atoms 1 to 4: -0.078 -0.254 -0.039 -0.242

[4]
# C5H7ClS

The molecule C5H7ClS in a non-equilibrium geometry (wB97M-V/def2-TZVPD, the OMol25 dataset).

CARTESIAN COORDINATES (ANGSTROEM)
1 C 0.0831 -1.0220 0.9012
2 C 1.0611 -1.8904 0.6684
3 C 0.2176 0.3350 0.4101
4 C 2.1021 0.3125 -0.5284
5 C -0.8487 0.7428 -0.5365
6 S 2.3774 -1.4796 -0.5217
7 Cl 3.2595 1.1578 0.4817
8 H -0.5916 -1.3132 1.5993
9 H 1.1143 -2.9054 1.1018
10 H 0.3335 1.1728 1.0537
11 H 2.0266 0.7426 -1.4402
12 H -0.6130 0.0839 -1.3424
13 H -0.8302 1.8492 -0.6606
14 H -1.8602 0.4508 0.0134

Calculated values
* E_HOMO: -0.31486 Ha
* frontier orbital gap: 9.4 eV
* ΔE to the lowest compared entry with this formula, charge and spin: 2.235 eV

Löwdin population analysis, charges in e, atoms 1 to 4: -0.203 -0.372 -0.284 -0.881

[5]
# C2H6O2

A cluster of 2 separate species, C2H6O2 in total in a non-equilibrium geometry (wB97M-V/def2-TZVPD, the OMol25 dataset).

CARTESIAN COORDINATES (ANGSTROEM)
1 O 1.0426 -1.3429 3.2091
2 C 0.1526 -0.6849 2.7207
3 O -1.1193 -0.7273 3.3087
4 H 0.1483 -0.2394 1.8230
5 H -1.8283 -0.1857 2.9066
6 C 0.4048 0.6155 -2.7706
7 H 1.1538 -0.0507 -3.2692
8 H 0.2206 0.5236 -1.6684
9 H -0.6354 0.3890 -3.1437
10 H 0.4605 1.7028 -3.1162

Calculated values
* E_HOMO: -0.40825 Ha
* frontier orbital gap: 11.5 eV
* SMILES: O=CO.C
* ΔE to the lowest compared entry with this formula, charge and spin: 0.825 eV

Löwdin population analysis, charges in e, atoms 1 to 4: 0.082 -0.309 0.033 0.086

[6]
# C5H9NO

The molecule C5H9NO in a non-equilibrium geometry (wB97M-V/def2-TZVPD, the OMol25 dataset).

CARTESIAN COORDINATES (ANGSTROEM)
1 C 2.2309 -0.1900 0.1377
2 C 0.8527 -0.2167 0.8052
3 C -0.2585 0.1997 -0.1428
4 O -0.1788 -0.6299 -1.2772
5 C -1.7035 0.0957 0.4405
6 C -2.5566 0.4428 -0.7078
7 N -2.8944 0.7834 -1.7620
8 H 2.5003 0.8201 -0.1935
9 H 3.0111 -0.5272 0.8296
10 H 2.2365 -0.8428 -0.7379
11 H 0.8411 0.4598 1.6640
12 H 0.6446 -1.2244 1.1819
13 H -0.0992 1.2477 -0.4335
14 H -0.8543 -0.3014 -1.8806
15 H -1.9381 0.8038 1.2428
16 H -1.8337 -0.9206 0.8336

Calculated values
* E_HOMO: -0.39394 Ha
* frontier orbital gap: 11.6 eV
* SMILES: CC[C@@H](O)CC#N
* ΔE to the lowest compared entry with this formula, charge and spin: 1.109 eV

Löwdin population analysis, charges in e, atoms 1 to 4: -0.097 -0.210 -0.424 -0.030

[7]
# C2H6N2O

The molecule C2H6N2O in a non-equilibrium geometry (wB97M-V/def2-TZVPD, the OMol25 dataset).

CARTESIAN COORDINATES (ANGSTROEM)
1 H -2.3880 0.4007 0.9888
2 N -2.4939 0.1751 -0.0593
3 C -1.3881 -0.2843 -0.4885
4 N -0.2746 -0.9462 0.2508
5 O 1.0389 -0.9212 -0.2774
6 C 1.6567 0.4823 -0.0562
7 H -1.3855 -0.5585 -1.5297
8 H -0.3853 -0.6614 1.2916
9 H 1.1573 1.3008 -0.6950
10 H 2.7656 0.4240 -0.4537
11 H 1.6971 0.5886 1.0286

Calculated values
* E_HOMO: -0.35388 Ha
* frontier orbital gap: 10.5 eV
* SMILES: [H]/N=C\NOC
* ΔE to the lowest compared entry with this formula, charge and spin: 4.208 eV

Löwdin population analysis, charges in e, atoms 1 to 4: 0.067 0.062 -0.297 -0.075

[8]
# C3H5B

The molecule C3H5B in a non-equilibrium geometry (wB97M-V/def2-TZVPD, the OMol25 dataset).

CARTESIAN COORDINATES (ANGSTROEM)
1 C 0.8080 0.5215 -0.7523
2 B -0.4115 -0.5101 -1.1237
3 C -1.1444 -0.4365 0.2446
4 C 0.2443 -0.1349 0.4984
5 H 1.8348 0.0370 -1.0240
6 H 0.8295 1.6071 -0.9257
7 H -1.6190 0.4430 0.0693
8 H -1.5391 -1.2224 0.9102
9 H 0.8530 -0.9146 1.0237

Calculated values
* E_HOMO (spin up / spin down): -0.27607 / -0.27606 Ha
* frontier orbital gap (spin up / spin down): 7.4 / 7.4 eV
* SMILES: C1B2CC12
* ΔE to the lowest compared entry with this formula, charge and spin: 2.352 eV

Löwdin population analysis, charges in e, atoms 1 to 4: -0.112 -0.012 -0.142 -0.230

Q: Which E_tot values were calculated for the entries above? A: -9811.13105; -11886.33143; -9552.55735; -28653.35733; -6265.43023; -8868.10394; -7195.57951; -3863.58953, in eV.